Record 1
Molecular formula: C11H16O3Si
Method: DFT, wB97M-V/def2-TZVPD

```
31
C11H16O3Si wB97M-V/def2-TZVPD
C -0.882 -1.221 -3.071
O -1.605 -0.628 -2.021
Si -0.958 -0.807 -0.488
O -1.934 -1.734 0.506
C -3.217 -1.975 -0.009
C -1.218 0.823 0.362
C -1.018 0.770 1.845
C 0.306 0.098 2.192
C 1.420 0.498 1.204
C 2.238 1.607 1.479
C 3.241 1.978 0.584
C 3.424 1.307 -0.608
C 2.588 0.243 -0.925
C 1.566 -0.163 -0.066
O 0.689 -1.175 -0.451
H -0.167 -1.990 -2.732
H -0.295 -0.462 -3.576
H -1.547 -1.669 -3.826
H -3.986 -2.052 0.776
H -3.476 -1.124 -0.640
H -3.233 -2.910 -0.566
H -2.237 1.131 0.083
H -0.527 1.576 -0.061
H -1.027 1.805 2.208
H -1.861 0.324 2.378
H 0.238 -1.009 2.152
H 0.634 0.371 3.202
H 2.054 2.174 2.371
H 3.847 2.820 0.855
H 4.212 1.642 -1.283
H 2.731 -0.249 -1.878
```

Molar mass, g mol⁻¹: 224.33
LUMO, eV: 0.850
E_tot, eV: -25689.60666
HOMO-LUMO gap, eV: 9.608

Record 2
Molecular formula: C20H36F5N2PdSSeSi4Te
Method: DFT, wB97M-V/def2-TZVPD

```
71
C20H36F5N2PdSSeSi4Te wB97M-V/def2-TZVPD
Pd 0.000 0.000 0.000
F 2.556 0.000 5.914
C 2.521 0.000 4.573
C 1.302 0.000 3.912
F 0.163 0.000 4.623
C 1.259 0.000 2.521
F 0.052 0.000 1.930
C 2.448 0.000 1.774
S 2.394 0.000 0.052
C 3.675 0.000 2.457
F 4.851 0.000 1.806
C 3.704 0.000 3.849
F 4.878 0.000 4.500
C -1.079 -5.520 -2.476
Si -2.858 -5.147 -2.050
C -3.455 -3.954 -3.355
C -3.849 -6.722 -2.188
Si -3.014 -4.230 0.014
Te -1.578 -2.204 0.000
Si -5.116 -3.529 0.481
C -5.183 -2.692 2.148
C -5.677 -2.249 -0.756
C -6.336 -4.940 0.477
Si -2.191 -5.595 1.620
C -0.425 -6.071 1.249
C -2.147 -4.724 3.271
C -3.201 -7.154 1.794
H -1.029 -5.907 -3.515
H -0.674 -6.290 -1.799
H -0.475 -4.593 -2.399
H -3.296 -4.404 -4.357
H -2.885 -3.005 -3.284
H -4.534 -3.762 -3.229
H -3.743 -7.130 -3.214
H -4.917 -6.513 -1.990
H -3.471 -7.467 -1.462
H -4.456 -1.855 2.175
H -4.959 -3.419 2.947
H -6.206 -2.297 2.313
H -4.962 -1.401 -0.766
H -6.682 -1.879 -0.463
H -5.750 -2.692 -1.763
H -6.050 -5.688 1.241
H -6.357 -5.415 -0.523
H -7.347 -4.549 0.713
H 0.192 -5.157 1.131
H -0.382 -6.682 0.331
H -0.029 -6.677 2.089
H -1.549 -3.794 3.186
H -1.680 -5.394 4.022
H -3.170 -4.485 3.608
H -3.197 -7.713 0.838
H -4.241 -6.898 2.074
H -2.758 -7.789 2.588
C 0.501 3.618 -2.046
N -0.584 2.756 -2.506
C -0.914 2.504 -3.789
C -1.994 1.643 -3.798
N -2.326 1.365 -2.522
C -3.412 0.494 -2.081
C -1.456 2.053 -1.751
Se -1.457 2.035 0.000
H 1.043 4.059 -2.910
H 1.219 3.026 -1.440
H 0.088 4.442 -1.426
H -0.410 2.915 -4.654
H -2.496 1.250 -4.673
H -3.952 0.070 -2.955
H -4.130 1.073 -1.464
H -3.000 -0.342 -1.478
H 0.000 0.000 -1.692
```

Charge: -1
Molar mass, g mol⁻¹: 856.90
LUMO, eV: 2.257
E_tot, eV: -156359.38927
HOMO-LUMO gap, eV: 5.699

Record 3
Molecular formula: C23H40Cl3CrN4O3Si
Method: DFT, wB97M-V/def2-TZVPD

```
75
C23H40Cl3CrN4O3Si wB97M-V/def2-TZVPD
C 2.041 -1.668 -5.454
C 1.134 -0.694 -4.731
H 1.949 -1.613 -6.550
H 1.807 -2.694 -5.159
H 3.089 -1.445 -5.196
C 0.240 0.102 -5.425
C 0.235 0.212 -6.901
H -0.507 0.692 -4.902
H -0.289 -0.610 -7.412
H 1.237 0.298 -7.345
H -0.308 1.122 -7.177
Cr 0.143 -1.269 1.672
Cl 2.208 -1.599 2.414
Cl -1.106 -3.092 1.479
C 0.880 1.585 1.551
O -0.039 0.749 1.729
N 0.611 2.879 1.352
C -0.767 3.314 1.183
C 1.680 3.856 1.350
H 1.944 1.297 1.571
H -1.426 2.563 1.629
H -1.011 3.403 0.115
H -0.902 4.292 1.659
H 2.589 3.339 1.683
H 1.450 4.680 2.040
H 1.857 4.263 0.344
H -2.075 -1.817 -2.594
H -2.941 0.666 -4.182
C -3.004 -1.377 -2.209
C -3.528 0.795 -3.261
N -2.896 0.073 -2.158
H -3.203 -1.748 -1.202
C -2.733 0.708 -0.946
O -2.487 0.149 0.122
H -3.580 1.859 -3.013
H -2.844 1.811 -1.054
H -3.806 -1.636 -2.906
H -4.538 0.397 -3.429
O 0.627 -1.370 -3.314
C 1.566 -0.334 -3.308
C -0.138 1.434 -2.643
C 1.191 1.003 -2.751
H -0.942 0.700 -2.715
C -0.446 2.788 -2.454
H 2.581 -0.682 -3.063
C 2.215 1.926 -2.521
H -1.485 3.122 -2.457
C 0.588 3.710 -2.289
C 1.917 3.278 -2.304
H 3.246 1.558 -2.559
H 0.364 4.757 -2.092
H 2.729 4.006 -2.186
Si 0.565 -3.275 -1.642
Cl 0.625 -1.005 -0.468
C -1.147 -4.101 -1.631
C 1.461 -4.069 -0.129
C 1.662 -3.802 -3.002
H -2.013 -3.451 -1.483
H -1.152 -4.874 -0.844
H -1.222 -4.608 -2.609
H 1.068 -3.892 -3.917
H 2.063 -4.796 -2.753
H 2.502 -3.112 -3.119
H 2.031 -3.371 0.502
H 2.154 -4.806 -0.569
H 0.759 -4.604 0.532
N -1.514 -0.194 5.349
C -0.331 -0.706 5.867
C 0.372 -1.187 4.798
N -0.372 -0.971 3.652
C -1.499 -0.365 3.996
H -2.289 0.208 5.857
H -0.059 -0.712 6.911
H 1.327 -1.658 4.740
H -2.307 -0.094 3.345
```

Charge: -1
Molar mass, g mol⁻¹: 607.04
LUMO (alpha / beta), eV: 2.251 / 2.247
Spin multiplicity: 5
E_tot, eV: -110471.48033
HOMO-LUMO gap (alpha / beta), eV: 4.573 / 4.569

Record 4
Molecular formula: C46H26BF15NO14PS
Method: DFT, wB97M-V/def2-TZVPD

```
105
C46H26BF15NO14PS wB97M-V/def2-TZVPD
N 0.273 8.597 4.715
C 1.116 7.341 4.753
C 0.563 5.929 4.710
C -1.079 5.654 4.562
C -1.582 6.203 3.064
C -0.989 5.315 1.817
F -0.339 4.076 2.304
F 0.112 6.134 1.184
C -2.088 5.056 0.596
F -3.012 6.209 0.498
F -1.264 5.060 -0.669
C -2.811 3.586 0.656
F -1.837 2.515 0.227
F -3.150 3.235 2.086
C -4.215 3.466 -0.182
F -5.242 4.295 0.524
F -4.629 2.016 -0.087
C -4.100 3.794 -1.784
F -4.226 5.278 -2.019
F -2.871 3.256 -2.430
C -5.375 3.125 -2.634
F -5.100 1.721 -3.065
F -6.668 3.241 -1.863
F -5.622 3.890 -3.908
C 1.609 4.627 4.801
O 1.314 3.532 5.506
C 3.049 4.859 3.981
C 3.657 6.416 4.011
C 5.073 6.830 3.221
S 5.728 8.583 3.301
O 4.576 9.578 3.011
O 6.912 8.887 2.352
F 6.292 8.918 4.918
C 5.806 5.578 2.390
O 7.028 5.931 1.650
B 8.233 5.293 2.213
O 8.979 6.061 3.259
O 8.657 3.973 1.683
C 5.205 4.029 2.388
F 5.867 2.899 1.637
C 3.806 3.604 3.196
P 3.092 1.818 3.242
O 3.885 0.776 2.355
O 1.407 1.705 2.816
O 3.209 1.215 4.908
C 2.772 7.561 4.850
O 3.310 8.545 5.574
H -0.747 8.411 4.834
H 0.616 9.329 5.389
H -1.355 4.519 4.632
H -1.644 6.337 5.344
H -1.195 7.321 2.927
H -2.760 6.249 3.064
H 9.921 6.103 2.887
H 9.104 3.449 2.411
H 0.853 1.296 3.557
H 2.253 1.108 5.227
O -2.287 -5.054 -0.969
C -1.740 -4.074 -0.478
C -2.171 -2.711 -0.849
C -3.228 -2.540 -1.753
C -3.668 -1.256 -2.078
C -3.057 -0.142 -1.503
C -1.992 -0.310 -0.616
C -1.544 -1.597 -0.293
C -0.406 -1.764 0.632
O 0.180 -0.784 1.078
C 0.013 -3.126 1.018
C 1.068 -3.295 1.924
C 1.449 -4.578 2.321
C 0.778 -5.692 1.817
C -0.265 -5.526 0.904
C -0.645 -4.240 0.499
H -3.713 -3.405 -2.202
H -4.492 -1.126 -2.776
H -3.408 0.858 -1.746
H -1.517 0.565 -0.175
H 1.593 -2.429 2.325
H 2.266 -4.707 3.027
H 1.069 -6.691 2.134
H -0.781 -6.401 0.513
O -3.189 -9.774 -3.749
C -2.380 -9.385 -4.583
C -1.957 -7.970 -4.611
C -2.470 -7.074 -3.664
C -2.045 -5.745 -3.659
C -1.108 -5.308 -4.596
C -0.609 -6.195 -5.551
C -1.039 -7.527 -5.562
C -0.520 -8.454 -6.588
O 0.245 -8.051 -7.457
C -0.927 -9.872 -6.547
C -0.411 -10.768 -7.493
C -0.764 -12.117 -7.443
C -1.630 -12.575 -6.450
C -2.156 -11.682 -5.515
C -1.808 -10.326 -5.567
H -3.197 -7.409 -2.927
H -2.441 -5.051 -2.921
H -0.767 -4.275 -4.584
H 0.118 -5.845 -6.282
H 0.269 -10.419 -8.268
H -0.360 -12.812 -8.176
H -1.898 -13.629 -6.404
H -2.834 -12.047 -4.745
```

Molar mass, g mol⁻¹: 1175.53
LUMO, eV: -2.808
E_tot, eV: -139823.03593
HOMO-LUMO gap, eV: 6.644

Question: Number 2 is which compound?
Answer: C20H36F5N2PdSSeSi4Te